No. 1
{"formula": "C31H61N12O26P", "method": "wB97M-V/def2-TZVPD", "elements": ["C", "C", "C", "C", "C", "C", "C", "C", "C", "O", "C", "C", "C", "C", "C", "C", "P", "C", "C", "C", "C", "O", "H", "H", "H", "H", "H", "H", "H", "H", "H", "H", "H", "H", "H", "H", "H", "H", "H", "H", "H", "H", "H", "H", "H", "H", "H", "C", "N", "O", "O", "H", "H", "H", "C", "N", "O", "O", "H", "H", "H", "C", "N", "O", "O", "H", "H", "H", "C", "N", "O", "O", "H", "H", "H", "C", "N", "O", "O", "H", "H", "H", "C", "N", "O", "O", "H", "H", "H", "C", "N", "O", "O", "H", "H", "H", "C", "N", "O", "O", "H", "H", "H", "C", "N", "O", "O", "H", "H", "H", "C", "N", "O", "O", "H", "H", "H", "C", "N", "O", "O", "H", "H", "H", "C", "N", "O", "O", "H", "H", "H"], "positions_angstrom": [[-2.881301, 1.027758, 2.660200], [-2.919522, -0.426661, 3.307162], [-1.790990, -0.601289, 4.404981], [-1.116412, -2.029302, 4.437807], [0.476504, -1.977105, 4.261374], [0.956371, -2.753847, 2.947975], [0.378627, -1.881821, 1.744334], [-0.803244, -2.230686, 1.178510], [-1.501232, -1.426045, 0.033379], [-2.637365, -1.756119, -0.237322], [-0.701811, -0.273134, -0.598990], [0.595829, 0.110050, 0.030726], [1.418019, 1.211986, -0.470250], [0.986211, 1.980059, -1.646582], [-0.280650, 1.622588, -2.270815], [-1.116865, 0.520293, -1.760216], [-2.734318, 0.235889, -2.651849], [-2.901195, -1.563156, -3.224039], [-4.075136, 0.632381, -1.347600], [-5.407289, -0.200700, -1.534822], [1.162678, -0.645459, 1.262438], [2.198817, -0.274575, 1.785126], [-2.719714, 1.821335, 3.439321], [-2.085545, 1.118950, 1.867972], [-3.854540, 1.270945, 2.156694], [-3.924086, -0.529877, 3.807937], [-2.898345, -1.191702, 2.490753], [-2.282262, -0.415841, 5.402782], [-1.035845, 0.219908, 4.248015], [-1.301246, -2.458824, 5.462132], [-1.522852, -2.753203, 3.688807], [0.755065, -0.898458, 4.143253], [0.963538, -2.369957, 5.189465], [2.069369, -2.826417, 2.888747], [0.476436, -3.763342, 2.918740], [-1.325593, -3.136118, 1.582539], [2.376685, 1.524779, 0.006880], [1.596055, 2.829526, -2.025735], [-0.645320, 2.184740, -3.158844], [-3.732153, -2.066496, -2.665894], [-3.178203, -1.619237, -4.314349], [-1.968095, -2.164249, -3.044339], [-4.305641, 1.716956, -1.493999], [-3.609073, 0.534871, -0.332744], [-5.551797, -0.829369, -0.610966], [-6.257372, 0.544359, -1.515689], [-5.468649, -0.785831, -2.477923], [-1.381921, -3.180960, 9.247815], [-1.423498, -1.908117, 8.479426], [-0.502338, -1.682592, 7.717225], [-2.379750, -1.183414, 8.670246], [-0.479518, -3.722133, 8.978089], [-1.378157, -2.925572, 10.305053], [-2.268913, -3.752417, 8.983322], [-4.238055, 5.508680, -0.192074], [-3.459966, 4.406932, -0.819142], [-3.158793, 4.527193, -1.992911], [-3.179743, 3.460770, -0.109398], [-4.414510, 6.279618, -0.936981], [-5.177822, 5.087945, 0.158833], [-3.649661, 5.898042, 0.632581], [-0.235978, 3.441058, -7.362685], [-0.332287, 3.264289, -5.889764], [-1.259606, 2.600104, -5.468977], [0.525459, 3.798369, -5.208602], [-1.060437, 2.913328, -7.831639], [-0.292826, 4.507524, -7.569658], [0.718439, 3.027667, -7.681970], [4.596103, -2.152340, 2.228026], [6.057441, -2.112186, 1.954846], [6.599786, -1.021983, 1.942977], [6.610569, -3.178521, 1.760633], [4.238638, -1.139302, 2.380831], [4.113738, -2.604442, 1.365818], [4.447974, -2.752956, 3.123574], [4.024689, -4.788629, -0.866998], [2.629393, -4.448094, -0.477024], [1.734152, -5.104290, -0.965279], [2.487015, -3.527628, 0.310702], [3.998508, -5.619209, -1.566276], [4.460272, -3.906097, -1.331105], [4.561404, -5.062927, 0.039351], [8.987151, 1.244052, 2.206243], [10.474290, 1.237975, 2.173878], [11.033658, 0.162703, 2.298815], [11.025706, 2.309053, 2.024758], [8.635583, 0.225997, 2.343878], [8.680074, 1.874407, 3.037920], [8.640241, 1.646473, 1.257109], [-4.340165, -4.776511, -0.517637], [-5.507939, -5.418841, 0.143397], [-5.818433, -5.016102, 1.248371], [-6.069691, -6.304345, -0.472536], [-3.941320, -4.010134, 0.141442], [-3.599513, -5.552116, -0.700589], [-4.690699, -4.338344, -1.449519], [-7.093691, 1.645954, -4.647355], [-6.399795, 0.515231, -5.318894], [-5.621965, -0.135888, -4.653353], [-6.664091, 0.326243, -6.493279], [-6.762238, 1.693648, -3.613748], [-6.828898, 2.556257, -5.180676], [-8.162935, 1.453222, -4.702275], [-4.522819, 1.751382, -8.934926], [-3.063661, 1.792427, -9.220787], [-2.520010, 2.886110, -9.232900], [-2.514129, 0.730578, -9.422240], [-4.875754, 2.766416, -8.776340], [-5.012640, 1.301649, -9.795558], [-4.665501, 1.148048, -8.040503], [12.108515, -2.763853, 2.428838], [12.901999, -3.864559, 1.818565], [13.207767, -3.752957, 0.647116], [13.188599, -4.801420, 2.540433], [11.927960, -2.003212, 1.676651], [11.171151, -3.190839, 2.778494], [12.689857, -2.359185, 3.254094], [-4.218098, 7.676746, 4.498490], [-4.147803, 6.967865, 3.193089], [-4.208705, 5.754819, 3.209596], [-4.033560, 7.659614, 2.196630], [-4.318127, 6.940038, 5.290345], [-3.297646, 8.244899, 4.612783], [-5.085318, 8.332656, 4.468810], [4.202636, 1.313262, -2.778911], [5.664800, 1.333365, -3.051777], [6.219551, 2.415243, -3.055756], [6.200040, 0.259879, -3.251416], [3.862211, 2.332096, -2.620654], [3.712959, 0.873176, -3.644799], [4.044055, 0.710560, -1.887263]], "atomic_forces_ev_per_a": [[-0.24, -0.35, -0.09], [-0.43, 1.00, 0.14], [-0.65, -0.20, -0.42], [0.95, 0.10, 0.79], [-0.43, -0.07, -0.32], [-1.00, 1.72, -0.17], [0.35, -0.95, 0.39], [0.59, 0.83, -0.38], [0.92, -0.53, 1.31], [0.52, 0.42, -0.37], [2.05, 2.01, -0.41], [-0.19, 0.51, -0.75], [-1.82, 0.02, -1.46], [-1.57, -2.04, 1.17], [0.57, -0.97, 1.43], [1.16, -0.40, 1.20], [-0.56, 0.85, -1.06], [-0.12, -0.72, 0.55], [0.31, -0.26, -0.12], [-0.07, 0.76, 1.19], [-0.74, -0.10, -0.67], [-0.78, -0.47, -0.15], [-0.04, -0.78, -0.67], [-0.59, -0.08, 0.86], [0.82, -0.27, 0.40], [0.94, -0.04, -0.51], [0.19, 0.55, 0.74], [0.67, -0.05, -0.95], [-0.54, -0.94, 0.20], [0.09, 0.24, -1.11], [0.02, 0.80, 0.62], [0.04, -0.96, 0.21], [-0.25, 0.27, -0.87], [-1.02, 0.04, 0.02], [0.56, 0.76, -0.08], [0.29, 1.01, -0.80], [-1.04, -0.68, -0.16], [-0.64, -0.79, 0.31], [0.26, -0.53, 0.81], [0.78, 0.37, -0.35], [0.46, 0.39, 1.11], [-0.82, 0.62, -0.18], [0.41, -0.92, 0.02], [-0.74, -0.03, -0.81], [0.12, 0.27, -1.18], [0.71, -0.89, -0.16], [0.10, 0.39, 0.92], [0.16, -0.25, 0.04], [0.05, 0.08, -0.06], [-0.21, 0.05, 0.14], [0.22, -0.12, -0.10], [-0.06, 0.12, -0.04], [-0.14, 0.00, -0.07], [-0.02, 0.11, 0.10], [-0.04, 0.20, -0.15], [-0.03, 0.08, -0.13], [0.01, -0.19, 0.24], [0.05, 0.16, -0.16], [0.08, -0.13, -0.01], [0.14, -0.02, 0.14], [-0.14, -0.14, 0.02], [-0.09, -0.15, -0.15], [-0.03, 0.00, -0.12], [0.26, 0.18, 0.11], [-0.20, -0.19, 0.03], [0.24, 0.13, 0.19], [0.12, -0.05, 0.04], [0.02, 0.15, 0.08], [-0.01, 0.33, 0.12], [-0.09, -0.03, 0.09], [0.08, -0.29, -0.04], [0.02, 0.28, -0.02], [0.09, -0.09, -0.04], [0.04, -0.05, 0.13], [0.07, -0.09, -0.12], [0.16, -0.17, -0.13], [-0.05, -0.18, -0.19], [0.08, 0.27, 0.24], [-0.11, -0.23, -0.25], [-0.10, 0.08, 0.07], [0.01, 0.00, 0.14], [0.01, 0.16, -0.02], [-0.22, -0.26, 0.06], [-0.02, 0.04, -0.01], [0.03, 0.28, -0.01], [-0.01, -0.30, 0.05], [0.10, 0.07, -0.05], [0.06, 0.09, -0.13], [0.05, 0.09, 0.10], [0.23, 0.24, 0.11], [-0.02, 0.01, 0.06], [-0.04, -0.17, -0.21], [0.05, 0.17, 0.19], [-0.10, -0.03, -0.05], [-0.13, 0.00, -0.11], [0.04, -0.13, 0.00], [-0.04, 0.15, 0.26], [0.10, -0.06, 0.13], [-0.16, 0.04, -0.48], [0.14, 0.03, 0.17], [0.06, -0.09, -0.11], [-0.09, -0.09, -0.05], [0.07, 0.05, -0.13], [-0.20, 0.18, 0.12], [-0.08, -0.01, -0.06], [-0.21, -0.33, -0.20], [0.02, 0.32, 0.04], [0.13, -0.05, -0.04], [0.07, -0.11, 0.11], [0.00, -0.10, -0.15], [-0.11, 0.24, -0.14], [0.01, 0.00, -0.05], [0.01, -0.16, 0.25], [-0.01, 0.14, -0.21], [0.07, -0.12, 0.03], [0.12, -0.02, 0.08], [-0.08, -0.11, 0.01], [-0.02, -0.03, 0.29], [-0.02, -0.08, 0.10], [0.02, 0.26, -0.17], [-0.03, -0.17, 0.20], [0.01, -0.01, -0.15], [-0.11, 0.06, -0.09], [0.13, 0.05, -0.07], [-0.19, 0.14, 0.05], [0.09, 0.11, -0.02], [-0.01, -0.29, -0.01], [-0.06, 0.22, 0.04], [0.15, -0.05, -0.04], [0.03, -0.09, 0.11], [0.00, -0.08, -0.14]], "total_energy_ev": -113505.1611, "de_lowest_kcal_mol": 0.0, "gap_ha": 0.234, "homo_energy_ev": -7.6, "e_lumo_ev": -1.194}


No. 2
{"formula": "C4H12", "method": "wB97M-V/def2-TZVPD", "elements": ["C", "C", "H", "H", "H", "H", "H", "H", "C", "C", "H", "H", "H", "H", "H", "H"], "positions_angstrom": [[0.849718, 1.443195, -1.636730], [-0.714967, 1.236230, -1.241663], [1.181999, 2.358898, -1.193429], [1.517146, 0.575445, -1.457787], [1.051849, 1.674979, -2.617940], [-0.992647, 0.228219, -1.356863], [-1.322592, 1.949082, -1.773758], [-0.783212, 1.585479, -0.162817], [0.661446, -1.406961, 1.421774], [-0.867459, -1.325491, 1.352923], [1.002708, -2.348695, 1.798683], [1.123807, -1.303944, 0.485034], [1.093528, -0.660172, 2.141239], [-1.281429, -1.241425, 0.433454], [-1.193939, -0.555308, 2.037083], [-1.325955, -2.209531, 1.770799]], "atomic_forces_ev_per_a": [[-1.64, -0.97, 1.66], [3.07, 2.09, 1.28], [0.50, 0.21, 1.04], [-0.56, 0.56, 0.61], [-0.33, 0.17, -2.82], [-0.65, -1.04, -0.15], [-0.30, -0.10, -0.53], [-0.09, -0.90, -1.11], [-0.20, 0.64, 1.56], [1.27, -0.62, 3.39], [0.06, -0.75, 0.25], [0.63, 0.45, -1.32], [-0.43, -0.45, -0.86], [-1.00, 0.72, -2.93], [-0.35, 0.54, -0.25], [0.01, -0.55, 0.18]], "total_energy_ev": -4341.6702, "de_lowest_kcal_mol": 19.8, "gap_ha": 0.469, "smiles": "CC.CC", "homo_energy_ev": -11.6, "e_lumo_ev": 1.192}


Question: Which formula does entry 1 have?
Answer: C31H61N12O26P